{"formula": "C2H2CuFMgO", "method": "wB97M-V/def2-TZVPD", "total_charge": 2, "gap_ev": 6.4, "symbols": ["H", "C", "C", "O", "Cu", "Mg", "F", "H"], "positions_angstrom": [[1.15408, 0.98740, -0.71807], [-0.22834, 0.89582, 0.86346], [0.46400, 0.35866, -0.13810], [0.08171, -0.78075, -0.73162], [1.46003, -1.87847, -2.12100], [-1.52492, -1.48892, 0.08892], [-1.36481, 0.15410, 1.25668], [-0.04174, 1.75215, 1.49973]], "atomic_forces_ev_per_a": [[0.24, -0.38, 0.80], [1.07, 0.18, -0.26], [-0.33, 2.03, -0.25], [-0.49, -2.45, -0.84], [-0.29, 0.60, 0.44], [0.48, 1.03, 0.26], [-0.44, -0.91, 0.10], [-0.24, -0.09, -0.25]]}

=====

{"formula": "C2H5IO3S", "method": "wB97M-V/def2-TZVPD", "gap_ev": [7.5, 7.5], "smiles": "C=[S@](=O)(O)I.C=O", "symbols": ["C", "S", "O", "O", "I", "H", "H", "H", "C", "O", "H", "H"], "positions_angstrom": [[-1.27152, 1.04344, 0.17712], [-2.04285, -0.40212, -0.03624], [-1.74203, -1.46667, 0.92304], [-2.01742, -0.96059, -1.49641], [-4.52240, 0.02884, 0.03812], [-1.54271, 1.81024, -0.42818], [-1.28176, 1.30479, 1.15877], [-1.24132, -1.35619, -1.73095], [0.32298, -1.53188, 0.78139], [0.51622, -1.18170, -0.39062], [0.43639, -2.48651, 1.15314], [0.21341, -0.68721, 1.47756]], "atomic_forces_ev_per_a": [[-0.02, -4.04, -1.09], [-0.01, 1.26, 1.14], [-1.49, 0.87, -0.50], [-4.15, 2.35, 0.87], [-0.16, -0.45, -0.14], [-0.72, 1.86, -2.27], [0.23, 0.37, 2.99], [4.25, -1.75, -0.75], [1.46, 4.22, -2.36], [0.28, -1.77, 0.94], [0.06, -2.44, 0.66], [0.28, -0.47, 0.53]]}

=====

{"formula": "C7H21LiOP2", "method": "wB97M-V/def2-TZVPD", "gap_ev": 4.1, "symbols": ["C", "C", "O", "C", "P", "C", "C", "P", "C", "C", "H", "H", "H", "H", "H", "H", "H", "H", "H", "H", "H", "H", "H", "H", "H", "H", "H", "H", "H", "H", "H", "Li"], "positions_angstrom": [[4.44090, -0.50400, -0.32179], [3.26970, 0.07022, 0.44070], [2.47460, 0.81327, -0.45635], [1.11514, 0.98475, -0.07824], [-0.08691, 0.29787, -1.36946], [-0.07298, -1.45678, -0.59268], [-0.92608, -1.77403, 0.62205], [-1.91300, 1.39972, 0.00272], [-3.43336, 0.35096, -0.22693], [-1.94979, 1.70671, 1.84021], [4.85934, 0.25183, -0.98907], [4.12761, -1.35132, -0.93313], [5.23495, -0.83351, 0.35113], [2.66545, -0.72937, 0.88928], [3.61021, 0.70837, 1.26850], [0.90557, 2.05833, 0.01590], [0.93522, 0.51192, 0.89577], [-0.16975, 1.59997, -1.99846], [-1.29778, -0.09543, -2.18832], [0.87379, -0.17060, -2.31913], [-0.33925, -2.10404, -1.43732], [0.98205, -1.65487, -0.36800], [-0.78067, -2.80052, 0.97319], [-1.99122, -1.65880, 0.40466], [-0.69610, -1.10354, 1.45450], [-3.09171, -0.35091, -1.02066], [-3.78944, -0.23214, 0.63462], [-4.25962, 1.00536, -0.56919], [-1.63389, 0.85673, 2.45238], [-2.94251, 2.02584, 2.16662], [-1.26328, 2.53900, 2.00986], [-4.85721, -0.36097, -1.55336]], "atomic_forces_ev_per_a": [[0.17, -0.05, -0.10], [-0.17, 0.04, 0.12], [0.00, -0.10, -0.15], [0.12, 0.12, 0.19], [0.09, -0.45, -0.12], [0.05, -0.07, -0.13], [-0.05, 0.10, 0.03], [-0.16, 0.92, 0.01], [-0.16, -0.39, -0.01], [0.02, -0.27, -0.08], [-0.03, 0.02, 0.07], [0.00, 0.04, -0.02], [-0.07, -0.04, 0.03], [0.10, -0.05, 0.00], [0.03, 0.06, -0.04], [0.01, 0.00, 0.00], [-0.07, 0.03, -0.03], [-0.09, 0.03, 0.05], [-0.03, -0.04, 0.07], [-0.01, 0.04, -0.04], [-0.01, -0.03, 0.06], [-0.01, -0.01, -0.01], [0.03, 0.02, -0.02], [0.04, -0.04, 0.04], [-0.02, -0.03, -0.01], [-0.05, 0.06, -0.05], [0.12, 0.07, 0.04], [-0.02, 0.15, 0.05], [-0.01, 0.03, 0.02], [0.04, 0.03, 0.00], [-0.02, -0.08, 0.10], [0.18, -0.09, -0.06]]}

=====

{"formula": "CHClO2S", "method": "wB97M-V/def2-TZVPD", "spin_multiplicity": 3, "gap_ev": [8.2, 8.7], "symbols": ["C", "O", "O", "S", "Cl", "H"], "positions_angstrom": [[1.45956, -0.08301, -0.27292], [-0.17171, 1.27707, 0.48202], [1.26926, -1.20340, -0.49740], [1.27857, 1.44628, 0.02706], [-2.06950, -1.23565, -0.17207], [-1.76617, -0.20129, 0.43331]], "atomic_forces_ev_per_a": [[2.51, -1.59, -1.39], [-1.50, 2.08, 0.83], [-0.09, -1.26, -0.02], [-0.83, 0.85, 0.62], [-0.54, -1.43, -0.80], [0.46, 1.36, 0.76]]}

=====

{"formula": "C20H61N5O8", "method": "wB97M-V/def2-TZVPD", "gap_ev": 9.0, "smiles": "COC[C@H](C)N.COC[C@H](C)N.COC[C@H](C)N.COC[C@H](C)N.COC[C@H](C)N.O.O.O", "symbols": ["C", "O", "C", "C", "C", "N", "H", "H", "H", "H", "H", "H", "H", "H", "H", "H", "H", "C", "O", "C", "C", "C", "N", "H", "H", "H", "H", "H", "H", "H", "H", "H", "H", "H", "C", "O", "C", "C", "C", "N", "H", "H", "H", "H", "H", "H", "H", "H", "H", "H", "H", "C", "O", "C", "C", "C", "N", "H", "H", "H", "H", "H", "H", "H", "H", "H", "H", "H", "C", "O", "C", "C", "C", "N", "H", "H", "H", "H", "H", "H", "H", "H", "H", "H", "H", "O", "H", "H", "O", "H", "H", "O", "H", "H"], "positions_angstrom": [[2.36548, -3.75969, 2.15794], [1.58532, -3.42731, 0.88908], [2.33492, -3.12540, -0.28573], [1.46703, -2.77362, -1.48098], [2.27107, -2.23018, -2.59897], [0.39925, -1.83044, -1.27565], [2.47955, -2.92345, 2.84772], [3.33972, -4.24291, 2.08405], [1.79697, -4.38824, 2.84337], [2.99735, -2.30384, -0.01310], [3.01732, -3.95148, -0.48580], [1.04089, -3.71508, -1.82762], [3.12509, -2.90749, -2.59578], [2.58809, -1.20061, -2.43291], [1.78702, -2.13314, -3.57076], [-0.19619, -2.07216, -0.49648], [-0.21347, -1.80881, -2.07827], [-2.28445, -1.84676, 1.47888], [-3.03177, -0.68804, 1.87273], [-3.98383, -0.79504, 2.94083], [-4.42365, 0.59034, 3.38122], [-3.45350, 1.45411, 4.31956], [-5.61815, 0.42985, 4.23328], [-3.01842, -2.58298, 1.15123], [-1.62601, -2.20575, 2.26988], [-1.64538, -1.76246, 0.59991], [-4.86989, -1.39356, 2.72928], [-3.67980, -1.23469, 3.89077], [-4.58198, 1.25308, 2.53045], [-3.04198, 0.77707, 5.06813], [-3.90975, 2.38919, 4.64446], [-2.62956, 1.75361, 3.67185], [-5.81172, 1.36919, 4.54994], [-6.27138, 0.07557, 3.54927], [-0.64672, 0.27005, -3.93516], [-1.03516, -1.08218, -4.01178], [-1.38566, -1.47250, -5.32998], [-0.31040, -2.33183, -6.14482], [0.90388, -1.45245, -6.52144], [-0.93897, -2.94270, -7.37915], [-0.84343, 0.50673, -2.88951], [-1.21993, 0.99526, -4.51274], [0.39141, 0.52366, -4.14980], [-2.29729, -2.05389, -5.19207], [-1.71455, -0.65220, -5.96798], [0.04243, -2.99798, -5.35751], [0.70069, -0.46759, -6.94200], [1.73122, -1.96977, -7.00721], [1.24107, -0.96297, -5.60776], [-1.45146, -3.74295, -7.03702], [-0.19536, -3.31560, -7.95193], [1.26835, 0.25891, 3.18189], [1.74580, 0.86556, 4.35110], [2.07075, 0.07152, 5.44293], [1.04124, 0.05886, 6.52814], [0.56513, 1.38814, 7.01039], [1.60736, -0.46140, 7.78854], [0.45448, -0.43531, 3.39113], [2.08199, -0.24190, 2.65723], [0.74898, 0.94098, 2.50873], [2.41417, -0.93788, 5.21648], [2.88681, 0.54991, 5.98448], [0.15538, -0.43786, 6.13240], [1.22645, 1.96017, 7.66119], [-0.31331, 1.33322, 7.65338], [0.32177, 2.02092, 6.15689], [2.44557, 0.03057, 8.06324], [0.97799, -0.10122, 8.49157], [0.04402, 4.37076, -3.91128], [0.91158, 3.60871, -3.14870], [2.08219, 4.43049, -2.84575], [2.75511, 3.78099, -1.61141], [2.85297, 2.19280, -1.76372], [2.03913, 3.99317, -0.27377], [0.32088, 4.44027, -4.96324], [-0.21823, 5.34792, -3.50573], [-0.92408, 3.92298, -4.13575], [2.70057, 4.66706, -3.71162], [1.82304, 5.44550, -2.54457], [3.74223, 4.22964, -1.49997], [3.37691, 2.06476, -2.71092], [1.84500, 1.80958, -1.92262], [3.39524, 1.65910, -0.98320], [1.09515, 3.63953, -0.33649], [2.59075, 3.49141, 0.40745], [-0.17617, 0.57401, 0.21819], [-0.99483, 0.31530, -0.20501], [0.47708, -0.03129, -0.13267], [-2.79055, -1.06060, -1.61796], [-3.36254, -1.77171, -1.32920], [-2.42276, -1.36960, -2.44590], [-1.52692, 2.93943, -0.67929], [-1.37337, 2.25953, -1.33533], [-1.23767, 2.54755, 0.14471]], "atomic_forces_ev_per_a": [[-1.06, 0.55, -0.55], [0.57, -0.98, 2.11], [0.76, 0.70, 1.63], [-1.26, -0.71, -0.29], [1.54, 0.17, -0.37], [-0.51, 0.60, 1.31], [0.21, 0.89, -0.79], [-0.02, 0.09, -0.94], [-0.66, -0.54, -0.89], [0.12, 0.56, -0.28], [-0.15, -0.28, -0.54], [-0.05, -0.49, -0.02], [0.47, 0.32, -0.97], [0.30, -0.03, 0.56], [-0.27, -0.76, 0.06], [0.10, -0.27, 0.18], [0.15, 0.05, -0.28], [-1.04, -0.33, 0.49], [0.40, 0.13, 0.13], [0.62, 0.51, 0.43], [0.71, 1.98, 1.69], [0.54, -1.69, -2.35], [0.81, -0.58, -1.16], [0.02, -0.65, 0.40], [-0.26, -0.19, 0.27], [-0.31, 1.22, 0.17], [-0.19, -0.05, -0.86], [1.11, -0.49, -0.09], [-0.31, -0.23, -0.44], [-0.22, 0.47, 0.49], [-0.23, -0.39, 0.38], [0.31, 0.07, 0.13], [-0.83, -0.14, -0.03], [-1.16, 0.31, 0.55], [0.05, 1.06, 1.48], [0.42, 0.23, -1.37], [-0.34, -1.29, -1.41], [-0.32, 1.70, 0.01], [-0.50, 0.84, 1.19], [0.47, 0.60, 2.04], [0.33, 0.36, 0.08], [-0.54, -0.48, -0.35], [0.29, -0.61, -0.02], [0.05, -0.50, -0.22], [0.26, 0.46, 0.19], [0.12, -0.83, -0.37], [-0.66, -0.45, -1.41], [-0.16, 0.08, -0.01], [0.68, -0.91, 0.67], [-0.32, -0.24, -0.25], [0.15, 0.00, -0.13], [-0.64, -0.66, -0.04], [-0.13, 1.00, -0.28], [0.92, 0.42, 0.97], [-0.38, 0.59, 1.46], [-0.98, 2.36, -1.25], [-0.34, -1.99, 0.14], [0.11, -0.59, 0.22], [-0.01, -0.16, -0.20], [0.59, 0.58, 0.20], [-0.19, -0.19, -0.35], [0.74, 0.23, -0.54], [-0.06, -0.80, 0.57], [0.77, -0.18, -0.38], [-0.38, -0.47, -0.30], [-0.28, 0.35, 0.05], [0.50, 0.12, -0.68], [-0.28, -0.61, 0.34], [-1.61, 0.13, -1.55], [1.02, 1.27, 0.16], [-0.75, -0.72, 1.75], [-0.56, -1.98, 1.34], [0.28, 1.78, -1.53], [0.78, 1.28, -1.93], [1.07, 0.63, -0.16], [0.43, 0.15, 0.17], [-0.23, -0.82, 1.08], [0.37, -1.03, -0.26], [-0.77, 0.04, 0.32], [0.09, -0.09, 0.00], [0.23, -0.57, -0.15], [0.08, -0.08, 0.35], [-0.14, 0.34, 0.15], [-0.07, -0.31, 0.10], [-0.35, -0.15, 0.13], [-0.06, 0.69, 0.55], [-0.36, -0.29, -0.10], [0.25, -0.44, -0.45], [0.08, 0.21, 0.25], [-0.22, -0.09, 0.20], [0.27, 0.02, -0.58], [-0.32, 0.57, -0.13], [0.16, -0.10, -0.10], [0.20, -0.24, 0.19]]}

=====

{"formula": "C3H4NO", "method": "wB97M-V/def2-TZVPD", "total_charge": 1, "gap_ev": 8.9, "symbols": ["C", "C", "C", "N", "O", "H", "H", "H", "H"], "positions_angstrom": [[1.67250, -0.30005, -0.19988], [-1.03708, 0.23760, 0.53006], [0.47171, -0.30486, -0.58773], [-2.20085, 0.55022, 0.51599], [-3.29845, 0.76737, 0.32080], [2.37677, 0.36788, 0.41171], [2.35227, -0.68592, -1.07998], [-0.27066, 0.21389, 1.41311], [-0.06621, -0.84613, -1.32407]], "atomic_forces_ev_per_a": [[5.02, 2.01, -0.82], [4.03, -0.15, 1.63], [-3.71, -0.51, 0.01], [1.88, -0.70, -0.82], [-1.35, 0.40, 0.17], [-1.74, -1.31, -0.08], [-1.44, 0.17, 1.50], [-2.36, 0.28, -1.04], [-0.33, -0.18, -0.55]]}

=====

For each record above, in turn, the calculated energy above the lowest of the compared OMol25 structures with the same formula, charge and spin values are 0.00, 59.91, 0.00, 50.61, 97.57, 133.84 kcal/mol.